Density functional theory data (ωB97M-V with the def2-TZVPD basis set) for C23H23N3O2S2 in the gas phase.

XYZ file:
```
53
C23H23N3O2S2, DFT ωB97M-V with the def2-TZVPD basis set
C 5.783 0.184 -0.278
C 4.386 -0.249 0.042
C 3.960 -1.532 -0.325
C 2.687 -1.993 -0.064
C 2.258 -3.370 -0.473
C 1.790 -1.131 0.591
N 0.511 -1.521 0.886
C -0.457 -0.737 1.450
O -1.561 -1.216 1.692
C -0.061 0.633 1.742
C -1.141 1.600 2.156
N -1.840 2.132 0.998
C -1.111 3.098 0.204
C -0.109 2.465 -0.708
C 1.145 2.895 -1.014
C 1.820 2.042 -1.917
C 1.069 0.976 -2.282
S -0.488 0.998 -1.548
C -3.057 1.691 0.569
S -3.891 2.530 -0.599
N -3.585 0.614 1.185
C -4.795 -0.016 0.694
C -4.466 -1.144 -0.229
C -3.699 -1.183 -1.357
C -3.689 -2.535 -1.778
C -4.447 -3.213 -0.875
O -4.918 -2.381 0.068
C 1.220 1.023 1.548
C 2.193 0.164 0.961
C 3.500 0.585 0.683
H 5.959 0.134 -1.351
H 6.504 -0.473 0.207
H 5.962 1.202 0.057
H 4.658 -2.182 -0.833
H 1.978 -3.965 0.398
H 3.069 -3.882 -0.984
H 1.404 -3.326 -1.149
H 0.223 -2.463 0.654
H -1.859 1.117 2.821
H -0.689 2.446 2.685
H -0.606 3.811 0.864
H -1.859 3.641 -0.390
H 1.576 3.793 -0.608
H 2.822 2.216 -2.267
H 1.324 0.173 -2.944
H -2.928 -0.064 1.578
H -5.357 -0.405 1.546
H -5.387 0.748 0.180
H -3.213 -0.354 -1.827
H -3.190 -2.939 -2.635
H -4.720 -4.247 -0.798
H 1.524 2.029 1.802
H 3.795 1.583 0.970
```

Spin multiplicity: 1
ΔE to the lowest compared entry with this formula, charge and spin: 98.4 kJ/mol
HOMO-LUMO gap: 7.7 eV

***

Density functional theory data (ωB97M-V with the def2-TZVPD basis set) for H28O14 as an isolated structure.

XYZ file:
```
42
H28O14, DFT ωB97M-V with the def2-TZVPD basis set
O 1.032 0.001 0.241
H 1.110 -0.142 1.290
H 0.081 0.248 -0.088
H 1.189 -0.684 -0.351
O -0.929 0.696 0.165
H -1.258 0.405 1.111
O 3.138 0.608 -2.088
H 3.064 0.408 -2.907
H 2.667 1.533 -2.020
O 1.620 -2.158 2.084
H 1.639 -2.973 1.563
H 2.354 -2.228 2.628
O 1.957 1.118 2.841
H 2.429 0.782 3.486
H 2.097 2.017 2.510
O 0.806 2.803 0.015
H 0.142 2.110 -0.022
H 0.452 3.542 -0.260
O 1.946 -1.862 -0.794
H 1.270 -2.576 -0.657
H 2.170 -1.773 -1.684
O -0.950 -0.772 -1.442
H -1.612 -0.292 -1.988
H -0.994 -0.065 -0.852
O -1.251 -2.099 2.720
H -0.348 -2.171 2.530
H -1.655 -2.929 2.542
O -0.473 -2.627 -0.054
H -0.816 -2.004 -0.614
H -1.171 -2.827 0.494
O -2.222 2.763 1.506
H -1.733 2.019 1.197
H -2.752 2.054 1.734
O -1.758 2.471 -1.690
H -1.353 1.626 -1.248
H -2.100 3.055 -1.129
O -3.524 -0.211 -0.438
H -4.116 0.227 0.218
H -2.622 0.203 -0.157
O 0.770 0.247 -3.675
H 0.276 -0.009 -2.851
H 1.432 -0.536 -3.867
```

Spin multiplicity: 1
ΔE to the lowest compared entry with this formula, charge and spin: 839.8 kJ/mol
HOMO-LUMO gap: 10.7 eV

***

Density functional theory data (ωB97M-V with the def2-TZVPD basis set) for C17H17ClN4O2S in the gas phase.

XYZ file:
```
42
C17H17ClN4O2S, DFT ωB97M-V with the def2-TZVPD basis set
O 1.165 -0.477 -2.202
C 0.396 -0.748 -1.299
C -1.049 -0.360 -1.409
C -1.408 0.944 -1.577
N -2.668 1.355 -1.837
C -3.557 0.431 -1.973
N -3.322 -0.894 -1.826
C -2.051 -1.402 -1.512
O -1.906 -2.596 -1.348
C -4.470 -1.769 -1.942
C -5.532 -1.003 -2.715
S -5.219 0.773 -2.368
N 0.767 -1.426 -0.195
C -0.020 -1.591 0.997
C 0.477 -0.628 2.097
N 1.877 -0.353 1.880
C 2.481 0.725 2.494
C 1.925 1.299 3.645
C 2.494 2.395 4.262
C 3.650 2.961 3.756
C 4.209 2.432 2.606
C 3.628 1.347 1.976
Cl 4.339 0.842 0.471
C 2.599 -1.509 1.402
C 2.160 -1.804 -0.038
H -0.678 1.738 -1.509
H -4.163 -2.687 -2.449
H -4.817 -2.032 -0.935
H -6.542 -1.249 -2.398
H -5.442 -1.146 -3.792
H 0.076 -2.631 1.324
H -1.072 -1.403 0.791
H -0.069 0.319 2.042
H 0.284 -1.088 3.081
H 1.036 0.864 4.071
H 2.034 2.801 5.150
H 4.106 3.811 4.237
H 5.093 2.875 2.175
H 3.672 -1.337 1.446
H 2.372 -2.368 2.052
H 2.288 -2.866 -0.274
H 2.734 -1.212 -0.755
```

Spin multiplicity: 1
ΔE to the lowest compared entry with this formula, charge and spin: 14.2 kJ/mol
HOMO-LUMO gap: 8.4 eV

***

Density functional theory data (ωB97M-V with the def2-TZVPD basis set) for a 6-piece molecular cluster, C50H99N2O8S overall.

XYZ file:
```
160
C50H99N2O8S, DFT ωB97M-V with the def2-TZVPD basis set
C 2.627 6.717 2.536
C 2.426 5.436 1.945
C 2.350 3.856 1.457
C 1.430 3.799 0.104
N 0.522 2.566 0.010
C 0.103 2.531 -1.437
C -0.916 3.799 -1.837
C -2.005 4.106 -0.621
C 1.286 1.341 0.460
C 2.658 1.025 -0.371
C 3.162 -0.530 -0.383
C 3.965 -0.987 1.012
C 3.117 -2.043 1.935
C 2.769 -3.476 1.194
C 1.632 -4.216 2.173
C 2.300 -4.759 3.601
C 0.223 0.046 0.408
O -1.174 0.436 0.649
C -2.090 -0.714 0.348
C -1.597 -2.306 0.463
C -2.594 -3.590 0.089
C -2.022 -5.153 0.177
C -4.157 -3.376 -0.377
C -4.670 -1.792 -0.481
C -3.671 -0.494 -0.152
C -4.298 1.014 -0.340
C -3.842 1.525 -1.864
C -5.939 1.083 -0.321
C 1.526 1.522 2.106
N 2.007 2.871 2.538
C 3.314 2.659 3.333
C 3.400 1.837 4.592
C 1.016 3.382 3.590
S -0.610 4.003 2.908
O -1.273 4.851 4.063
O -1.653 2.881 2.588
H 2.940 7.756 3.028
H 3.458 3.599 1.093
H 2.169 3.889 -0.830
H 0.813 4.821 0.086
H 1.013 2.651 -2.200
H -0.474 1.576 -1.783
H -1.470 3.604 -2.875
H -0.270 4.790 -1.931
H -2.073 3.131 0.024
H -3.076 4.231 -1.133
H -1.754 5.079 -0.020
H 3.547 1.656 0.116
H 2.637 1.376 -1.509
H 4.011 -0.585 -1.222
H 2.360 -1.321 -0.715
H 4.162 -0.019 1.682
H 4.988 -1.493 0.743
H 2.147 -1.580 2.440
H 3.828 -2.325 2.851
H 2.289 -3.370 0.131
H 3.704 -4.201 1.180
H 1.068 -5.068 1.590
H 0.851 -3.374 2.491
H 1.596 -4.435 4.499
H 2.416 -5.937 3.514
H 3.386 -4.340 3.772
H 0.301 -0.492 -0.646
H 0.541 -0.682 1.272
H -0.508 -2.615 0.817
H -1.907 -5.558 -0.939
H -2.752 -5.882 0.731
H -0.927 -5.135 0.621
H -4.876 -4.294 -0.621
H -5.808 -1.664 -0.806
H -3.868 1.690 0.513
H -4.067 0.694 -2.687
H -2.675 1.634 -1.819
H -4.370 2.554 -2.149
H -6.320 2.182 -0.574
H -6.391 0.404 -1.193
H -6.386 0.734 0.709
H 2.175 0.605 2.424
H 0.444 1.329 2.574
H 4.340 3.191 3.033
H 3.863 2.336 5.548
H 3.054 0.695 4.611
H 0.721 2.527 4.371
H 1.481 4.243 4.274
H -0.514 4.874 1.812
C 8.718 -0.446 -1.187
C 8.344 -0.221 0.269
O 8.237 -1.428 1.021
C 9.413 -2.230 1.104
C 10.589 -1.513 1.746
H 7.984 -1.100 -1.674
H 8.751 0.508 -1.724
H 9.696 -0.920 -1.289
H 7.362 0.261 0.309
H 9.043 0.466 0.755
H 9.677 -2.615 0.114
H 9.154 -3.102 1.715
H 10.896 -0.635 1.174
H 11.450 -2.185 1.819
H 10.325 -1.172 2.753
C -9.269 -5.890 -1.376
C -7.875 -5.600 -1.907
O -6.852 -6.351 -1.257
C -6.950 -7.770 -1.353
C -6.916 -8.284 -2.782
H -9.318 -5.693 -0.298
H -10.009 -5.262 -1.883
H -9.555 -6.932 -1.530
H -7.647 -4.544 -1.732
H -7.825 -5.750 -2.989
H -7.844 -8.123 -0.827
H -6.091 -8.181 -0.810
H -7.757 -7.911 -3.372
H -6.956 -9.378 -2.795
H -5.997 -7.961 -3.283
C 3.579 -4.832 9.466
C 3.225 -5.659 8.240
O 3.728 -5.115 7.023
C 5.144 -4.975 6.928
C 5.891 -6.291 7.064
H 3.203 -3.807 9.357
H 3.139 -5.275 10.365
H 4.658 -4.770 9.619
H 2.136 -5.693 8.143
H 3.555 -6.696 8.356
H 5.501 -4.240 7.657
H 5.351 -4.554 5.937
H 5.727 -6.756 8.039
H 6.968 -6.132 6.945
H 5.556 -7.003 6.302
C -2.363 2.142 -8.752
C -3.355 1.650 -7.710
O -2.757 1.360 -6.449
C -2.102 2.444 -5.793
C -3.025 3.612 -5.489
H -1.567 1.403 -8.902
H -2.869 2.315 -9.708
H -1.888 3.078 -8.452
H -3.804 0.717 -8.066
H -4.178 2.359 -7.583
H -1.233 2.767 -6.375
H -1.711 2.048 -4.849
H -3.441 4.052 -6.398
H -2.481 4.397 -4.953
H -3.866 3.284 -4.870
C -3.852 8.951 -6.086
C -3.842 7.498 -5.640
O -2.954 7.244 -4.554
C -3.208 7.956 -3.346
C -4.580 7.676 -2.756
H -2.843 9.270 -6.375
H -4.522 9.083 -6.942
H -4.191 9.619 -5.292
H -3.503 6.877 -6.475
H -4.850 7.155 -5.391
H -3.056 9.029 -3.502
H -2.444 7.638 -2.628
H -5.385 7.980 -3.429
H -4.707 8.217 -1.813
H -4.702 6.604 -2.564
```

Spin multiplicity: 1
HOMO-LUMO gap: 5.1 eV
Net charge: +1

***

Density functional theory data (ωB97M-V with the def2-TZVPD basis set) for C17H13N3O5SbSe4Tc as an isolated structure.

XYZ file:
```
44
C17H13N3O5SbSe4Tc, DFT ωB97M-V with the def2-TZVPD basis set
Tc -0.103 -0.619 -0.440
C 2.225 -2.250 1.206
O 1.163 -1.262 1.206
C 0.764 -0.737 2.434
C 1.246 -1.167 3.649
C 0.718 -0.611 4.807
C -0.265 0.370 4.740
C -0.733 0.793 3.512
C -0.210 0.236 2.354
N -0.672 0.573 1.043
N -1.696 1.384 0.993
C -2.463 1.673 -0.021
C -2.243 1.166 -1.373
O -1.383 0.228 -1.607
C -2.897 1.775 -2.444
C -3.831 2.743 -2.212
C -4.218 3.160 -0.899
C -5.257 4.078 -0.714
C -5.657 4.425 0.557
C -5.015 3.863 1.658
C -3.979 2.961 1.490
C -3.559 2.616 0.212
H 3.081 -1.850 1.738
H 2.489 -2.415 0.169
H 1.870 -3.170 1.657
H 2.009 -1.932 3.716
H 1.075 -0.962 5.768
H -0.678 0.791 5.648
H -1.499 1.551 3.432
H -2.634 1.463 -3.443
H -4.321 3.210 -3.062
H -5.740 4.513 -1.583
H -6.465 5.132 0.701
H -5.326 4.138 2.659
H -3.505 2.508 2.350
Se -0.251 -0.104 -4.912
Sb 1.652 -1.003 -3.983
Se 1.798 0.152 -1.461
Se -0.419 -2.969 -1.242
Se 1.233 -3.729 -2.399
O -0.389 -3.365 1.073
N -1.430 -2.671 1.372
O -2.039 -2.793 2.387
O -1.755 -1.691 0.510
```

Spin multiplicity: 1
HOMO-LUMO gap (spin up / spin down): 4.5 / 4.4 eV
Net charge: +2

***

Density functional theory data (ωB97M-V with the def2-TZVPD basis set) for a 2-piece molecular cluster, CH2ClNO3 overall.

XYZ file:
```
8
CH2ClNO3, DFT ωB97M-V with the def2-TZVPD basis set
H 0.938 -0.458 1.057
C 1.241 -0.224 -0.002
H 1.173 -1.188 -0.585
O 0.789 0.824 -0.657
O -1.662 -0.295 -0.665
N -2.168 0.430 0.209
O -3.372 0.466 0.634
Cl 3.062 0.446 0.010
```

Spin multiplicity: 1
ΔE to the lowest compared entry with this formula, charge and spin: 221.1 kJ/mol
HOMO-LUMO gap (spin up / spin down): 8.3 / 8.4 eV

***

Copy entry 5 word for word.
Density functional theory data (ωB97M-V with the def2-TZVPD basis set) for C17H13N3O5SbSe4Tc as an isolated structure.

XYZ file:
```
44
C17H13N3O5SbSe4Tc, DFT ωB97M-V with the def2-TZVPD basis set
Tc -0.103 -0.619 -0.440
C 2.225 -2.250 1.206
O 1.163 -1.262 1.206
C 0.764 -0.737 2.434
C 1.246 -1.167 3.649
C 0.718 -0.611 4.807
C -0.265 0.370 4.740
C -0.733 0.793 3.512
C -0.210 0.236 2.354
N -0.672 0.573 1.043
N -1.696 1.384 0.993
C -2.463 1.673 -0.021
C -2.243 1.166 -1.373
O -1.383 0.228 -1.607
C -2.897 1.775 -2.444
C -3.831 2.743 -2.212
C -4.218 3.160 -0.899
C -5.257 4.078 -0.714
C -5.657 4.425 0.557
C -5.015 3.863 1.658
C -3.979 2.961 1.490
C -3.559 2.616 0.212
H 3.081 -1.850 1.738
H 2.489 -2.415 0.169
H 1.870 -3.170 1.657
H 2.009 -1.932 3.716
H 1.075 -0.962 5.768
H -0.678 0.791 5.648
H -1.499 1.551 3.432
H -2.634 1.463 -3.443
H -4.321 3.210 -3.062
H -5.740 4.513 -1.583
H -6.465 5.132 0.701
H -5.326 4.138 2.659
H -3.505 2.508 2.350
Se -0.251 -0.104 -4.912
Sb 1.652 -1.003 -3.983
Se 1.798 0.152 -1.461
Se -0.419 -2.969 -1.242
Se 1.233 -3.729 -2.399
O -0.389 -3.365 1.073
N -1.430 -2.671 1.372
O -2.039 -2.793 2.387
O -1.755 -1.691 0.510
```

Spin multiplicity: 1
HOMO-LUMO gap (spin up / spin down): 4.5 / 4.4 eV
Net charge: +2